The following is a quantum chemistry calculation of a gas-phase ion, C2H5N3O4P (charge +1) in a non-equilibrium geometry, from the OMol25 dataset.

Results
E_LUMO in eV: -5.650
Total energy in eV: -24092.2512
Charge: +1

Element x y z (Å)
1 O -1.41155 0.32184 2.17879
2 P -1.35037 -0.72563 0.95711
3 O -1.27079 -2.34407 1.59684
4 O -2.75340 -0.51513 -0.07875
5 N 0.07636 -0.27936 -0.01483
6 C 0.83828 -1.04725 -1.08990
7 N 1.96360 -0.14943 -1.61895
8 N 1.80636 1.00161 -0.86037
9 O 2.60438 2.07232 -1.03257
10 C 0.71611 1.08199 0.18922
11 H -1.64660 -2.25673 2.53893
12 H -2.75889 0.41752 -0.49209
13 H 0.60959 -2.15061 -1.46428
14 H 2.12652 2.62076 -1.74906
15 H 0.45042 1.95218 0.93992

Listed below, in e, are the Mulliken charges computed for each atom: -0.6076, 0.8830, -0.4726, -0.4637, 0.0821, -0.0438, -0.4189, 0.5389, -0.3997, -0.0530, 0.3900, 0.3705, 0.3737, 0.4106, 0.4106

---

The following is a quantum chemistry calculation of a molecular structure, C4H5CuLiO2 in a non-equilibrium geometry, from the OMol25 dataset.

Results
Energy relative to the best compared isomer or geometry (same formula, charge and spin) in kJ/mol: 134.3
E_LUMO (spin up / spin down) in eV: -4.371 / -6.658
Total energy in eV: -53156.4081
Charge: +1
⟨S²⟩: 2.0176
2S+1: 3

Element x y z (Å)
1 H 0.05986 -0.44176 -0.90679
2 C -0.37598 -1.19060 0.20690
3 C -0.77989 -2.65233 0.35041
4 C -1.64078 -2.85306 -0.90620
5 C -2.11223 -1.45524 -1.27787
6 O -1.71317 -0.69910 -0.16796
7 O 0.17332 -0.51997 1.15716
8 Li -0.61237 1.32167 1.38444
9 Cu -2.13688 -0.40618 -2.82343
10 H -1.33196 -2.71026 1.30074
11 H 0.12669 -3.26884 0.41274
12 H -2.54528 -3.46795 -0.77990
13 H -1.05072 -3.39732 -1.66422

Listed below, in e, are the Mulliken charges computed for each atom: 0.2587, 0.3210, -0.4453, -0.4732, -0.0940, -0.2405, -0.6674, 0.9360, 0.2298, 0.2502, 0.3879, 0.2781, 0.2587

---

The following is a quantum chemistry calculation of a single C19H23ClN2S molecule in a non-equilibrium geometry, from the OMol25 dataset.

Results
Energy relative to the best compared isomer or geometry (same formula, charge and spin) in kJ/mol: 43.3
E_LUMO in eV: 0.713
Total energy in eV: -46413.7567

Element x y z (Å)
1 Cl -3.14251 -4.26176 0.81720
2 S -3.84582 2.81862 -3.74705
3 C -4.09673 3.77800 -2.32789
4 C -2.75002 1.74400 -2.87237
5 C -3.36199 3.37946 -1.25504
6 C -2.62795 2.17107 -1.56567
7 C -3.87673 -1.59731 0.53398
8 C -3.68136 -0.24632 0.16653
9 C -1.59790 -2.11237 -0.01717
10 C -2.85272 -2.53867 0.46027
11 C -2.37163 0.13634 -0.19010
12 C -1.35224 -0.76826 -0.26625
13 N 1.04274 -0.39704 0.29667
14 N 3.22920 -0.61685 2.10202
15 C 3.53135 -2.34054 0.32561
16 C 4.86191 -0.29139 0.36397
17 C -1.84277 1.50004 -0.49602
18 C 0.79706 -0.12492 1.75116
19 C 1.83522 -0.89481 2.56591
20 C 2.43054 -0.15113 -0.22003
21 C -0.05771 -0.12965 -0.66084
22 C -0.34689 1.36444 -0.86895
23 C 3.47632 -0.85180 0.67112
24 H -4.78713 4.61011 -2.31599
25 H -2.27971 0.86173 -3.30938
26 H -3.42925 3.88601 -0.30053
27 H -4.89263 -1.84413 0.87642
28 H -4.51339 0.47905 0.20554
29 H -0.76491 -2.81922 -0.02780
30 H 3.49803 0.32416 2.36249
31 H 3.88247 -2.55827 -0.68620
32 H 4.16802 -2.90454 1.02242
33 H 2.52210 -2.71781 0.44409
34 H 5.12407 -0.44954 -0.67847
35 H 5.60235 -0.82070 0.97364
36 H 4.92672 0.79465 0.50073
37 H -1.94988 2.07202 0.44822
38 H -0.19611 -0.39152 2.07351
39 H 0.90582 0.94028 1.96774
40 H 1.63853 -1.97012 2.46027
41 H 1.69327 -0.62397 3.60493
42 H 2.53408 -0.47698 -1.26578
43 H 2.57845 0.94866 -0.20559
44 H 0.22901 -0.57494 -1.61031
45 H 0.26730 2.01662 -0.20095
46 H -0.15661 1.64930 -1.90611

Listed below, in e, are the Mulliken charges computed for each atom: -0.2256, -0.1891, -0.2159, -0.3771, -1.0430, -0.0381, -0.4382, -0.5105, -0.4596, -0.1472, -0.1570, -0.9683, 0.6229, -0.3485, -1.6174, -1.9165, 1.3521, -0.4894, -1.1336, -1.4918, 0.2698, -1.3311, 1.7919, 0.4171, 0.4198, 0.3489, 0.3748, 0.4498, 0.4792, 0.3430, 0.4031, 0.3920, 0.2394, 0.3959, 0.4088, 0.4544, 0.4609, 0.4593, 0.2952, 0.2696, 0.4784, 0.4573, 0.2678, 0.6234, 0.3022, 0.3211

---

The following is a quantum chemistry calculation of 2 unconnected molecules or ions with the total composition C5H13O2 in a non-equilibrium geometry, from the OMol25 dataset.

Results
Energy relative to the best compared isomer or geometry (same formula, charge and spin) in kJ/mol: 168.4
E_LUMO (spin up / spin down) in eV: 0.982 / 0.544
Total energy in eV: -9487.1795
⟨S²⟩: 0.7535
2S+1: 2

Element x y z (Å)
1 C 2.87901 0.26294 1.10534
2 O 2.17266 0.59987 -0.05722
3 H 3.18490 -0.79587 1.10007
4 H 3.78040 0.89099 1.13206
5 H 2.27172 0.45973 2.00625
6 C 0.11988 -1.75356 1.04052
7 O 0.47270 -1.11429 -0.16651
8 C 0.68335 0.27085 -0.12043
9 H -0.18309 -2.77779 0.79288
10 H 0.96361 -1.78785 1.74787
11 H -0.72192 -1.24109 1.53446
12 H 0.49801 0.62971 -1.14317
13 H 0.28473 0.66153 0.83674
14 C -1.99313 1.11756 -0.65780
15 C -2.49964 0.53641 -1.93467
16 H -2.43349 0.78784 0.28668
17 H -1.55187 2.11747 -0.66190
18 H -2.56491 -0.56194 -1.88228
19 H -1.84851 0.79392 -2.78234
20 H -3.51439 0.90356 -2.17657

Listed below, in e, are the Mulliken charges computed for each atom: -0.6162, -0.4377, 0.2242, 0.2359, 0.2871, -0.5449, -0.3318, -0.2211, 0.2620, 0.2551, 0.2559, 0.1467, 0.4614, -0.7818, -0.7093, 0.3316, 0.3815, 0.2379, 0.2545, 0.3091

---

The following is a quantum chemistry calculation of 3 unconnected molecules or ions with the total composition C4H13NO3 in a non-equilibrium geometry, from the OMol25 dataset.

Results
Energy relative to the best compared isomer or geometry (same formula, charge and spin) in kJ/mol: 203.4
E_LUMO (spin up / spin down) in eV: 3.487 / 3.394
Total energy in eV: -11989.1840
Charge: -1
⟨S²⟩: 0.7537
2S+1: 2

Element x y z (Å)
1 C 0.16354 2.89876 -1.48744
2 N 0.37071 1.43181 -1.53557
3 C 0.83641 0.90535 -0.22728
4 C -0.14974 1.05879 0.95465
5 C -0.12195 0.00203 2.03327
6 O -1.09254 -0.79617 2.29239
7 H 0.61309 3.23180 -2.43313
8 H 0.68750 3.44687 -0.71108
9 H -0.87642 3.22768 -1.54712
10 H -0.54083 0.99902 -1.65342
11 H 1.82828 1.30257 -0.00795
12 H 0.99411 -0.15805 -0.40764
13 H 0.01930 2.06824 1.39095
14 H -1.13701 1.21826 0.49138
15 H 0.82099 0.08440 2.58663
16 H 2.25273 -2.65074 -0.99461
17 H 0.64017 -2.44622 -0.84190
18 O 1.47686 -2.62564 -0.44394
19 H -2.22083 -2.61563 -1.16713
20 H -1.21761 -2.62250 -0.05549
21 O -1.37781 -2.22927 -0.92337

Listed below, in e, are the Mulliken charges computed for each atom: -0.8771, -0.4799, -0.2578, -0.4361, -0.5784, -0.7683, 0.3362, 0.2983, 0.2735, 0.2702, 0.3882, 0.0555, 0.2071, 0.3647, 0.2863, 0.3067, 0.3424, -0.6548, 0.2544, 0.3336, -0.6645

---

The following is a quantum chemistry calculation of a molecular structure, C18H24N6OS2 in a non-equilibrium geometry, from the OMol25 dataset.

Results
E_LUMO in eV: 0.581
Total energy in eV: -51696.5944

Element x y z (Å)
1 C -6.39767 -2.00141 0.32935
2 H -7.20608 -1.41468 0.26507
3 O -5.23209 -0.98604 0.16289
4 C -4.04952 -1.59011 0.11922
5 C -3.73618 -3.07541 0.00499
6 C -2.48222 -3.36478 0.16038
7 C -1.52458 -2.44729 0.21384
8 C -1.78470 -0.95337 -0.08773
9 C -3.14454 -0.55288 -0.01062
10 N -3.47184 0.70126 0.06866
11 C -2.86596 2.09382 0.05425
12 N -1.57615 1.97747 -0.11580
13 C -0.86973 2.88550 -0.16661
14 N -1.49375 4.31885 -0.01433
15 C -2.86293 4.12924 -0.12564
16 N -3.61395 2.97862 0.17262
17 N -3.50156 5.13687 0.05067
18 H -4.57413 5.22467 0.15496
19 H -2.92417 6.27072 -0.06057
20 C 0.56841 3.13523 0.01827
21 H 0.90954 3.80836 -0.92137
22 H 0.89584 3.44417 1.03297
23 S 1.17359 1.54559 -0.47710
24 C 2.80874 1.54665 0.17888
25 N 3.57322 0.53938 -0.38972
26 C 5.06411 0.33379 0.19354
27 C 5.24464 -0.97639 1.22409
28 C 4.79960 -1.96647 0.63454
29 C 3.20973 -2.05656 0.39915
30 H 2.97785 -2.98720 -0.09876
31 H 2.71525 -1.74173 1.14438
32 C 2.98490 -0.88716 -0.80815
33 C 3.55880 -1.09172 -2.07727
34 H 2.96851 -2.10276 -2.54456
35 H 3.31765 -0.32644 -2.71891
36 H 4.63140 -1.15665 -2.07178
37 H 1.95926 -0.72436 -0.91622
38 H 4.89230 -2.89726 1.67511
39 H 5.34185 -2.34919 -0.19134
40 H 6.18279 -0.69520 1.55737
41 H 4.76783 -0.63946 2.30295
42 H 5.13252 1.35475 0.84545
43 H 5.46861 0.07985 -0.67222
44 S 3.44735 2.74252 0.67068
45 H -4.61921 0.93649 0.04167
46 H -0.84323 -0.28259 -0.02803
47 H -0.31438 -2.72256 0.05140
48 H -2.04494 -4.47428 0.15807
49 H -4.49609 -3.56798 0.10082
50 H -6.52783 -2.55231 1.19704
51 H -6.43686 -2.59957 -0.68655

Listed below, in e, are the Mulliken charges computed for each atom: -0.9992, 0.3525, -0.4213, 0.6541, -1.2360, 0.1008, -0.4562, 0.3358, 0.2912, -0.2131, 0.0112, 0.0327, 0.2319, -0.6556, 0.2740, -0.4224, -0.3057, 0.2713, 0.3826, -0.6624, 0.2261, 0.5158, -0.0498, 0.5875, 0.0431, -0.9827, -0.4377, -0.6094, -1.1292, 0.3861, 0.7275, 0.0000, -1.3963, 0.2762, 0.4572, 0.3132, 0.3895, 0.2023, 0.2813, 0.4887, 0.1831, 0.2908, 0.5294, -0.5710, 0.3088, -0.1592, -0.0884, 0.1923, 0.7492, 0.3657, 0.3438

---

The following is a quantum chemistry calculation of a single C7H7F2N molecule in a non-equilibrium geometry, from the OMol25 dataset.

Results
Energy relative to the best compared isomer or geometry (same formula, charge and spin) in kJ/mol: 47.2
E_LUMO in eV: 0.467
Total energy in eV: -14295.3513

Element x y z (Å)
1 C 0.64106 -0.09096 0.02498
2 C -0.50035 -0.72761 -0.06484
3 C 0.41484 1.35787 0.07690
4 C -1.58151 0.29256 0.02517
5 C 1.37640 2.29704 -0.10012
6 C -2.89661 0.28460 0.13641
7 C -0.90425 -2.18465 0.00092
8 N -0.96694 1.55509 0.01261
9 F -3.54966 1.52298 -0.03821
10 F -3.80726 -0.63826 -0.05005
11 H 1.70293 -0.50918 0.02953
12 H 1.09450 3.32191 -0.08822
13 H 2.43630 2.00118 -0.00590
14 H -1.88682 -2.35604 0.42656
15 H -0.20820 -2.75778 0.60710
16 H -1.09519 -2.38350 -1.06705
17 H -1.44909 2.42230 0.34747

Listed below, in e, are the Mulliken charges computed for each atom: -0.4192, 0.5127, 0.3303, 0.0314, -1.0024, 0.4265, -1.3028, -0.1900, -0.2826, -0.2463, 0.3016, 0.2966, 0.2411, 0.3469, 0.3386, 0.3172, 0.3005

---

The following is a quantum chemistry calculation of 2 unconnected molecules or ions with the total composition C4H7NO2 in a non-equilibrium geometry, from the OMol25 dataset.

Results
Energy relative to the best compared isomer or geometry (same formula, charge and spin) in kJ/mol: 122.1
E_LUMO in eV: 0.748
Total energy in eV: -9846.0143

Element x y z (Å)
1 C -1.30244 -1.00592 1.16643
2 C 0.04382 0.24247 -1.58729
3 C 0.39819 1.35464 -0.62136
4 N 1.39560 0.97474 0.32737
5 C 1.98407 -0.07875 0.47528
6 O 2.64247 -1.00267 0.77167
7 O 0.57051 -0.84150 -1.55927
8 H -1.79343 -1.41880 2.04963
9 H -0.72126 -1.78528 0.66796
10 H -2.06136 -0.62290 0.47693
11 H -0.73720 0.48643 -2.33286
12 H -0.52021 1.67103 -0.10689
13 H 0.73599 2.22377 -1.20227
14 H -0.63474 -0.19726 1.47467

Listed below, in e, are the Mulliken charges computed for each atom: -0.9886, 0.1407, -0.5710, -0.4585, 0.7723, -0.4618, -0.4677, 0.3201, 0.2366, 0.2237, 0.3894, 0.3119, 0.3422, 0.2107